No. 1
2 unconnected molecules or ions with the total composition C4H14N2 in a non-equilibrium geometry. Source: OMol25; level of theory: ωB97M-V/def2-TZVPD.

Calculated values
Net charge: 0
Gap between HOMO and LUMO, eV: 10.35
SMILES: CCN.CCN

```
20
Properties=species:S:1:pos:R:3:forces:R:3:lowdin_charge:R:1
C 1.2532 0.8130 -3.0568 -0.3 1.2 0.5 -0.14
C 2.5786 0.1107 -3.0710 0.4 -0.9 -1.0 -0.36
N 2.3067 -1.0192 -4.0003 0.5 -0.7 0.7 -0.05
H 1.2546 1.6715 -2.3643 -0.2 -0.3 -0.2 0.07
H 0.4769 0.1000 -2.7316 0.2 0.4 -0.1 0.07
H 0.9970 1.1757 -4.0664 0.1 -0.2 0.4 0.08
H 3.4130 0.6745 -3.5306 -0.5 0.1 0.4 0.11
H 2.9051 -0.2120 -2.0636 -0.2 0.1 -0.3 0.10
H 1.5090 -1.5174 -3.5904 0.4 0.0 -0.4 0.06
H 3.0886 -1.6835 -3.9987 -0.4 0.3 -0.1 0.06
C -2.8807 0.6748 3.5879 1.0 -0.4 -0.8 -0.10
C -1.4262 0.1436 3.2391 -0.5 2.1 0.5 -0.38
N -1.5056 -1.0511 2.4422 0.0 -1.0 0.9 -0.05
H -3.3997 0.7495 2.6175 0.0 0.0 0.5 0.07
H -2.9293 1.6561 4.0893 0.3 -0.5 -0.2 0.06
H -3.4077 -0.0659 4.2126 0.2 0.2 -0.2 0.06
H -0.8536 0.8402 2.5969 -0.4 0.3 0.6 0.10
H -0.8438 -0.0146 4.1671 -0.2 0.2 -0.2 0.10
H -2.0054 -1.6743 3.0860 0.2 -0.5 -0.7 0.07
H -0.5310 -1.3717 2.4351 -0.5 -0.4 -0.4 0.07
```
Positions in Å, forces in eV/Å.


No. 2
4 unconnected molecules or ions with the total composition C4H15O4 in a non-equilibrium geometry. Source: OMol25; level of theory: ωB97M-V/def2-TZVPD.

Calculated values
Net charge: -1
Gap between HOMO and LUMO, eV: 8.46

```
23
Properties=species:S:1:pos:R:3:forces:R:3:lowdin_charge:R:1
C -0.5101 1.2367 1.3151 -1.0 -0.8 0.8 -0.21
O 0.0622 0.4701 2.4858 -0.6 0.9 -2.9 -0.14
C -1.8288 0.5083 0.8139 3.3 0.6 -3.1 -0.17
C -1.5535 -0.7455 -0.0848 0.2 -1.3 0.4 -0.25
C -2.6335 -1.7971 0.2242 -0.8 -0.5 -1.8 -0.15
H -0.7920 2.2433 1.6512 0.2 -0.2 0.2 0.09
H 0.2490 1.3161 0.5112 -0.4 -0.2 0.5 0.09
H -2.4725 1.1653 0.2625 -0.1 0.9 -0.6 0.09
H -2.3997 0.2777 1.6203 -1.4 -1.1 2.7 0.05
H -0.5397 -1.1378 0.0947 -0.3 0.2 0.3 0.06
H -1.5803 -0.6785 -1.2085 0.0 0.9 1.0 0.10
H -2.4780 -2.8762 -0.0563 0.3 1.1 -0.1 0.08
H -3.5245 -1.4356 -0.3251 0.0 -0.5 0.0 0.06
H -2.9978 -1.8324 1.2120 0.1 0.1 1.6 0.03
H 2.3120 -1.1948 0.5582 -2.4 1.8 -1.1 -0.01
H 0.5891 -0.1224 1.8947 0.4 -0.2 0.6 0.02
O 1.5242 -0.6127 0.1945 2.8 -1.8 0.7 -0.48
H 2.7573 1.4295 -0.8004 -0.4 -0.1 -0.6 0.00
H 2.0500 0.9761 -2.1633 1.7 2.1 1.3 0.03
O 2.6202 1.7542 -1.7113 -1.3 -1.8 -0.8 -0.19
H 0.5557 -0.7340 -2.6957 0.5 0.0 0.6 0.02
H 1.7212 -0.6616 -1.4886 -1.4 -0.2 -1.1 0.05
O 1.5067 -0.6051 -2.5536 0.5 0.0 1.4 -0.19
```
Positions in Å, forces in eV/Å.


No. 3
A single C3H6N2O molecule in a non-equilibrium geometry. Source: OMol25; level of theory: ωB97M-V/def2-TZVPD.

Calculated values
Net charge: 0
Gap between HOMO and LUMO, eV: 8.99
SMILES: [H]/N=C/N(O)C=C

```
12
Properties=species:S:1:pos:R:3:forces:R:3:lowdin_charge:R:1
H 3.2331 -0.5211 0.1968 -2.4 2.1 -0.6 0.10
N 2.3528 0.1276 -0.0523 0.6 -3.6 1.4 0.03
C 1.3091 -0.6530 0.1108 0.0 -1.4 0.1 -0.29
N 0.0337 -0.1755 -0.1295 -1.0 3.1 0.1 -0.17
O -0.0616 1.3094 -0.0754 3.6 -1.5 1.8 -0.08
C -1.2844 -0.7344 -0.1957 -1.4 1.9 2.8 -0.11
C -2.4632 0.0329 0.1306 2.5 -5.3 -1.5 0.04
H 1.2773 -1.7924 0.5242 0.3 2.6 -1.3 0.17
H 0.8438 1.5293 0.4969 -3.0 -0.7 -2.2 0.16
H -1.1324 -1.8166 -0.1497 -0.9 0.2 -0.5 0.10
H -3.4923 -0.4442 0.2150 1.8 0.6 -0.3 0.07
H -2.3103 1.0321 0.3190 0.0 2.1 0.2 -0.01
```
Positions in Å, forces in eV/Å.